--- w ---
{"formula": "C2HF2I2N", "method": "ωB97M-V with the def2-TZVPD basis set", "mol_weight_g_mol": 330.84, "e_lumo_ev": [-0.63, -0.63], "total_charge": 0, "orbital_gap_ev": [7.576, 7.576], "symbols": ["C", "C", "N", "F", "F", "I", "I", "H"], "xyz": [[-1.247, -1.834, -0.143], [-1.381, -3.137, -0.442], [-0.994, -0.046, -2.505], [-0.785, -3.745, -1.447], [-2.298, -3.904, 0.044], [-2.457, -0.988, 1.355], [0.258, -0.946, -1.421], [-0.989, 0.989, -2.780]]}

---

--- x ---
{"formula": "C2HF2I2N", "method": "ωB97M-V with the def2-TZVPD basis set", "mol_weight_g_mol": 330.84, "e_lumo_ev": [-0.44, -0.44], "total_charge": 0, "orbital_gap_ev": [8.754, 8.755], "symbols": ["C", "C", "N", "F", "F", "I", "I", "H"], "xyz": [[0.698, 0.071, -0.230], [1.413, -0.890, 0.325], [-2.674, 0.692, 0.131], [1.025, -2.153, 0.361], [2.631, -0.774, 0.831], [1.252, 2.072, -0.184], [-1.414, -0.459, -0.722], [-2.931, 1.441, -0.511]]}

---

What are the relative energies? In hartree: w 0.0272; x 0.0000.

---

--- w ---
{"formula": "C6H6N4O", "method": "ωB97M-V with the def2-TZVPD basis set", "mol_weight_g_mol": 150.14, "e_lumo_ev": [0.22, 0.22], "total_charge": 0, "orbital_gap_ev": [8.417, 8.418], "symbols": ["C", "C", "C", "C", "C", "C", "N", "N", "N", "N", "O", "H", "H", "H", "H", "H", "H"], "xyz": [[0.746, -0.643, 1.043], [1.493, -1.720, 0.290], [-0.472, -0.584, 0.059], [0.633, 0.495, -0.020], [0.080, 1.699, 0.473], [-1.793, -0.002, 0.178], [0.961, -2.259, -0.739], [-0.898, 1.664, 1.349], [-1.990, 1.008, 1.034], [-0.238, -1.541, -0.994], [-2.815, -0.230, -0.827], [0.724, -0.432, 2.106], [2.467, -2.049, 0.734], [1.154, 0.426, -0.963], [0.507, 2.723, 0.319], [-0.847, -2.304, -1.192], [-3.624, 0.057, -0.425]]}

---

--- x ---
{"formula": "C6H6N4O", "method": "ωB97M-V with the def2-TZVPD basis set", "mol_weight_g_mol": 150.14, "e_lumo_ev": 0.26, "total_charge": 0, "orbital_gap_ev": 8.852, "symbols": ["C", "C", "C", "C", "C", "C", "H", "H", "H", "H", "H", "H", "N", "N", "N", "N", "O"], "xyz": [[2.955, -0.506, 0.253], [0.698, -0.199, -0.119], [-0.577, -0.155, 1.810], [-1.651, 0.288, -0.215], [-1.966, 0.617, -2.233], [-0.363, 0.176, -0.937], [3.843, -0.787, -0.322], [3.043, 0.542, 0.823], [2.596, -1.236, 1.133], [-0.776, -0.263, 2.917], [-2.608, 0.369, 1.688], [-2.585, 0.803, -3.152], [0.546, -0.451, 1.230], [-1.732, 0.202, 1.123], [-2.651, 0.591, -1.051], [-0.657, 0.325, -2.254], [1.884, -0.316, -0.695]]}

---

What are the relative energies? In hartree: w 0.1606; x 0.0000.

---

--- w ---
{"formula": "C4H7O2P", "method": "ωB97M-V with the def2-TZVPD basis set", "mol_weight_g_mol": 118.07, "e_lumo_ev": 0.66, "total_charge": 0, "orbital_gap_ev": 9.625, "symbols": ["C", "C", "C", "C", "O", "O", "P", "H", "H", "H", "H", "H", "H", "H"], "xyz": [[0.409, 0.763, 0.651], [0.996, 0.035, -0.271], [-1.001, 1.333, 0.511], [-1.846, 0.704, 1.617], [1.052, -2.033, -1.760], [-1.553, 0.410, 2.726], [0.036, -0.787, -1.657], [0.990, 1.173, 1.508], [2.096, -0.190, -0.182], [-0.977, 2.377, 0.531], [-1.373, 0.874, -0.441], [-2.944, 0.368, 1.457], [1.095, -2.262, -2.686], [-0.892, -1.251, -0.734]]}

---

--- x ---
{"formula": "C4H7O2P", "method": "ωB97M-V with the def2-TZVPD basis set", "mol_weight_g_mol": 118.07, "e_lumo_ev": 0.25, "total_charge": 0, "orbital_gap_ev": 9.561, "symbols": ["C", "C", "C", "C", "O", "O", "P", "H", "H", "H", "H", "H", "H", "H"], "xyz": [[-0.747, 2.819, -0.958], [-0.391, 1.580, -1.316], [-0.351, 0.522, -0.266], [1.087, -1.986, 1.407], [-0.744, 0.699, 0.890], [-0.150, -0.757, -0.781], [-0.546, -1.909, 0.427], [-1.040, 3.732, -1.619], [-0.973, 3.038, 0.085], [-0.255, 1.394, -2.396], [1.457, -1.009, 1.744], [1.921, -2.505, 0.915], [0.942, -2.678, 2.358], [-0.211, -2.940, -0.490]]}

---

What are the relative energies? In hartree: w 0.0321; x 0.0000.

---

--- w ---
{"formula": "C5H8IN2", "method": "ωB97M-V with the def2-TZVPD basis set", "mol_weight_g_mol": 223.04, "e_lumo_ev": -4.60, "total_charge": 1, "orbital_gap_ev": 8.222, "symbols": ["C", "C", "C", "C", "C", "N", "N", "I", "H", "H", "H", "H", "H", "H", "H", "H"], "xyz": [[-0.710, 0.250, 0.120], [-0.487, -2.272, 0.010], [-0.329, 1.233, 1.206], [0.153, 1.520, -0.231], [1.503, 1.351, -0.711], [-0.350, -1.090, -0.120], [-0.352, -3.512, -0.047], [2.730, -0.327, 0.050], [-1.673, 0.388, -0.231], [-1.088, 1.862, 1.707], [0.229, 0.603, 1.943], [-0.413, 2.235, -0.929], [2.147, 2.158, -0.411], [1.443, 1.074, -1.830], [-0.962, -4.086, 0.455], [0.201, -3.931, -0.787]]}

---

--- x ---
{"formula": "C5H8IN2", "method": "ωB97M-V with the def2-TZVPD basis set", "mol_weight_g_mol": 223.04, "e_lumo_ev": -4.22, "total_charge": 1, "orbital_gap_ev": 9.425, "symbols": ["C", "C", "C", "C", "C", "N", "N", "I", "H", "H", "H", "H", "H", "H", "H", "H"], "xyz": [[-0.404, 1.714, -1.045], [0.833, 1.210, -0.974], [-1.511, 0.886, -0.620], [1.050, -0.175, -0.415], [0.016, -0.403, 0.659], [-1.393, -0.131, 0.134], [-0.094, -1.830, 1.140], [0.409, 0.857, 2.435], [-0.612, 2.681, -1.468], [1.689, 1.739, -1.361], [-2.511, 1.093, -0.977], [0.906, -0.891, -1.234], [2.066, -0.278, -0.035], [-0.937, -2.225, 0.689], [-0.241, -1.850, 2.161], [0.733, -2.396, 0.910]]}

---

What are the relative energies? In hartree: w 0.0832; x 0.0000.